{"formula": "C52H78BF3N13O3RbSSb", "method": "ωB97M-V/def2-TZVPD", "charge": -1, "lumo_ev": 2.1, "orbital_gap_ev": 6.57, "elements": ["Rb", "C", "C", "C", "C", "C", "C", "N", "N", "B", "N", "C", "C", "C", "N", "C", "C", "C", "N", "C", "C", "C", "N", "C", "C", "C", "H", "H", "H", "H", "H", "H", "H", "H", "H", "H", "H", "H", "H", "H", "H", "H", "H", "H", "H", "H", "H", "H", "H", "H", "H", "H", "H", "H", "C", "C", "N", "N", "C", "N", "S", "C", "C", "C", "C", "C", "N", "H", "H", "H", "H", "H", "H", "H", "H", "H", "O", "C", "C", "C", "C", "C", "C", "N", "H", "H", "H", "H", "H", "H", "H", "F", "C", "F", "F", "C", "C", "C", "N", "C", "C", "H", "H", "H", "H", "O", "C", "O", "C", "N", "C", "C", "C", "H", "H", "H", "H", "H", "H", "H", "H", "H", "C", "C", "C", "Sb", "C", "C", "C", "C", "C", "C", "H", "H", "H", "H", "H", "H", "H", "H", "H", "H", "H", "H", "H", "H", "H", "H", "H", "H", "H", "H", "H"], "coordinates": [[0.98780, -1.66646, 0.16871], [4.04540, -1.36686, 4.42631], [4.77930, -1.78886, 3.14891], [4.19820, -3.09526, 2.61171], [4.69800, -0.68456, 2.14031], [5.59070, 0.38444, 1.97841], [5.05230, 1.12404, 0.94741], [3.91920, 0.52614, 0.55161], [3.69730, -0.56886, 1.27581], [3.05240, 0.81114, -0.68829], [3.66530, 0.00884, -1.84769], [4.96510, -0.19126, -2.13029], [5.03870, -0.93406, -3.28739], [3.69900, -1.15106, -3.64619], [2.89670, -0.57286, -2.76569], [3.20010, -1.89406, -4.84669], [2.79440, -0.90716, -5.94679], [2.02800, -2.80276, -4.48649], [3.10180, 2.30794, -1.00859], [4.04580, 3.00804, -1.66049], [3.70250, 4.34094, -1.60219], [2.49970, 4.35734, -0.87659], [2.15990, 3.12384, -0.53639], [1.69150, 5.55784, -0.48339], [1.27090, 6.35884, -1.71819], [0.45880, 5.15454, 0.31891], [4.19810, -2.09666, 5.21991], [2.97960, -1.29656, 4.22261], [4.41300, -0.40226, 4.77271], [5.84180, -1.93956, 3.38861], [3.13050, -2.98206, 2.42231], [4.34480, -3.89826, 3.33311], [4.68800, -3.37556, 1.68121], [6.48870, 0.59014, 2.52931], [5.41800, 2.02004, 0.48321], [1.92860, 0.48404, -0.49199], [5.75660, 0.19044, -1.51039], [5.92060, -1.28716, -3.78759], [4.02950, -2.50686, -5.22539], [1.94380, -0.31596, -5.61589], [2.51880, -1.44476, -6.85369], [3.61750, -0.23216, -6.17859], [1.18820, -2.20286, -4.15259], [2.29950, -3.47606, -3.67769], [1.72910, -3.40096, -5.34629], [4.88270, 2.53024, -2.13299], [4.23800, 5.17704, -2.00819], [2.32780, 6.19734, 0.14531], [0.68080, 5.72674, -2.37589], [2.13750, 6.71334, -2.27229], [0.66520, 7.21674, -1.42529], [0.75300, 4.57844, 1.18971], [-0.18870, 4.53094, -0.29579], [-0.09180, 6.03974, 0.64041], [-2.82440, -3.72186, -2.61119], [-1.49600, -3.01106, -2.46509], [-0.41330, -3.60616, -2.07939], [-0.37520, -4.91986, -2.04509], [0.51970, -5.65356, -1.45859], [0.72300, -6.89806, -2.03619], [1.32110, -5.41366, 0.01821], [-1.31510, -1.67956, -3.03419], [-1.85410, -1.41046, -4.30239], [-1.47220, -0.26086, -4.96029], [-0.59820, 0.61214, -4.32489], [-0.17990, 0.30404, -3.03689], [-0.52380, -0.80616, -2.40879], [-2.99600, -4.33756, -1.72649], [-2.80840, -4.39626, -3.47159], [-3.64680, -3.01476, -2.72119], [0.60280, -6.92756, -3.03709], [1.54080, -7.36496, -1.67659], [-2.50400, -2.13026, -4.77349], [-1.82990, -0.06186, -5.96229], [-0.24540, 1.50384, -4.82109], [0.48310, 0.96854, -2.49439], [1.12690, 0.29334, 3.23811], [1.21180, 1.20204, 4.29781], [1.65040, 2.58544, 3.88081], [0.90040, 3.71604, 4.18491], [1.40340, 4.96104, 3.84961], [2.62680, 5.03264, 3.20241], [3.28330, 3.84454, 2.91431], [2.81940, 2.65974, 3.25871], [1.96800, 0.30234, 2.75761], [1.93530, 0.85114, 5.05321], [0.22070, 1.24574, 4.76021], [-0.05520, 3.62034, 4.67521], [0.85130, 5.85964, 4.08991], [3.05430, 5.98284, 2.92071], [4.23870, 3.84084, 2.40641], [-6.67700, -2.18886, 2.43111], [-5.71250, -1.80806, 3.28421], [-6.19230, -0.71666, 3.92081], [-5.64010, -2.77176, 4.22241], [-4.39330, -1.53436, 2.61871], [-4.21340, -1.74706, 1.25981], [-2.97880, -1.41546, 0.71401], [-1.98430, -0.91496, 1.42131], [-2.14530, -0.75866, 2.72321], [-3.33570, -1.04876, 3.37891], [-5.00670, -2.15356, 0.65241], [-2.77930, -1.55116, -0.34069], [-1.28180, -0.38886, 3.25671], [-3.44280, -0.90976, 4.44401], [-2.20630, -3.91446, 2.55921], [-0.90910, -3.93806, 2.86961], [-0.26500, -2.94506, 3.07401], [-0.34970, -5.35626, 2.92081], [-1.48070, -6.29396, 2.97661], [-1.51630, -6.89706, 4.31381], [-0.58130, -6.04236, 5.17571], [0.48480, -5.59166, 4.18111], [0.24080, -5.47336, 1.99561], [-1.41050, -7.00046, 2.25471], [-2.46000, -4.87656, 2.53461], [-1.17250, -7.93786, 4.29121], [-2.54420, -6.89026, 4.69041], [-0.17310, -6.59856, 6.01741], [-1.12110, -5.17226, 5.54771], [1.21430, -6.38436, 4.01201], [1.00360, -4.68226, 4.47711], [-4.48530, 1.16134, -3.39589], [-4.60760, 1.74234, -1.99659], [-5.23950, 0.70344, -1.09049], [-2.56710, 2.31744, -1.27929], [-2.41520, 4.21014, -2.48609], [-1.36650, 4.01074, -3.56659], [-3.70780, 4.71694, -3.10129], [-3.12080, 3.40684, 0.60261], [-3.26410, 2.41374, 1.74151], [-4.32690, 4.32244, 0.51021], [-5.46540, 0.84884, -3.76379], [-3.82990, 0.29124, -3.38689], [-4.07540, 1.87914, -4.10269], [-5.23220, 2.63824, -2.02049], [-4.64160, -0.20446, -1.09879], [-6.24510, 0.45834, -1.43879], [-5.31630, 1.05514, -0.06569], [-2.04760, 4.95104, -1.76979], [-1.71390, 3.27724, -4.29219], [-0.43080, 3.65754, -3.13629], [-1.17580, 4.94764, -4.09479], [-4.08720, 4.02014, -3.84539], [-3.52990, 5.66984, -3.60379], [-4.47950, 4.87144, -2.35149], [-2.23230, 4.01334, 0.79451], [-4.14310, 1.78514, 1.60551], [-3.36840, 2.93714, 2.69361], [-2.38860, 1.77094, 1.79801], [-5.23050, 3.76184, 0.27351], [-4.17500, 5.08504, -0.24919], [-4.48200, 4.83354, 1.46331]], "atomic_forces_ev_per_a": [[-0.28, -0.59, 0.02], [0.27, -0.09, -0.04], [-0.21, -0.09, 0.10], [0.19, 0.15, 0.01], [0.24, 0.18, -0.01], [-0.02, 0.02, -0.13], [0.17, 0.06, 0.19], [0.22, 0.62, 0.04], [-0.52, -0.81, 0.31], [0.28, 0.04, -0.14], [0.35, 0.06, 0.21], [0.31, -0.07, -0.11], [0.01, 0.09, 0.09], [0.36, -0.03, 0.05], [-0.87, -0.28, -0.48], [-0.25, 0.06, -0.07], [0.19, -0.18, 0.04], [0.30, -0.02, -0.07], [0.14, -0.04, -0.25], [0.11, 0.26, -0.15], [0.11, -0.07, 0.01], [0.21, 0.00, 0.03], [-0.69, 0.26, 0.50], [-0.27, -0.02, -0.01], [0.15, 0.01, 0.22], [0.25, 0.05, -0.03], [-0.02, -0.11, 0.11], [-0.16, 0.07, 0.03], [-0.06, 0.11, 0.06], [-0.15, 0.05, -0.06], [-0.02, -0.07, -0.02], [-0.07, -0.08, 0.07], [-0.06, -0.07, -0.09], [0.14, 0.00, 0.09], [-0.06, 0.18, -0.13], [-0.06, 0.27, -0.10], [0.00, 0.01, 0.18], [0.14, -0.04, -0.06], [-0.06, 0.08, 0.09], [-0.10, 0.08, 0.04], [-0.08, -0.01, -0.12], [0.03, 0.08, -0.05], [-0.17, 0.03, 0.08], [-0.06, -0.08, 0.13], [-0.12, -0.03, -0.10], [0.10, -0.15, -0.07], [0.12, 0.12, -0.13], [-0.07, -0.03, -0.04], [-0.11, -0.07, -0.14], [0.05, 0.05, -0.10], [-0.03, 0.10, -0.03], [-0.11, -0.12, 0.09], [-0.09, -0.05, -0.02], [-0.08, 0.04, 0.01], [0.44, -0.01, -0.01], [-0.28, -1.16, 0.45], [0.61, 1.21, 0.26], [-1.17, -0.99, -1.15], [-0.04, -0.18, 0.45], [0.00, -0.07, -0.12], [0.60, 0.64, 0.26], [0.07, 0.55, -0.28], [0.06, -0.06, 0.32], [0.18, 0.12, 0.11], [-0.09, -0.05, -0.10], [0.15, 0.31, -0.29], [0.00, -0.31, 0.32], [0.00, -0.02, -0.06], [-0.07, -0.08, -0.03], [0.00, 0.03, -0.04], [-0.08, 0.03, -0.01], [-0.09, 0.02, -0.05], [-0.09, -0.10, -0.06], [-0.01, 0.04, -0.03], [0.03, 0.07, 0.04], [0.01, 0.04, -0.03], [-0.05, -0.16, -0.37], [0.09, 0.16, 0.34], [-0.29, 0.12, 0.16], [0.06, -0.03, -0.04], [0.16, 0.01, 0.00], [-0.13, 0.00, 0.05], [0.16, 0.30, -0.06], [0.02, -0.60, -0.01], [0.14, 0.01, -0.09], [-0.16, 0.01, -0.03], [0.11, 0.01, 0.00], [-0.14, -0.05, 0.07], [-0.04, 0.04, -0.03], [0.06, 0.05, -0.05], [0.07, 0.07, -0.12], [0.11, -0.05, -0.25], [-0.35, 0.02, 0.19], [0.17, 0.12, -0.02], [0.24, -0.09, 0.02], [0.13, 0.02, -0.14], [0.00, 0.09, 0.31], [-0.32, -0.10, -0.06], [0.49, -0.03, -0.36], [-0.25, 0.02, 0.54], [-0.08, -0.01, -0.29], [-0.04, 0.02, -0.09], [-0.04, -0.06, -0.16], [0.05, 0.02, 0.11], [0.05, 0.07, 0.08], [-0.10, 0.18, -0.06], [-0.24, -0.52, -0.01], [0.29, 0.29, -0.04], [0.36, 0.18, -0.05], [0.20, -0.34, -0.32], [-0.29, -0.19, 0.37], [0.00, -0.11, -0.16], [-0.22, 0.09, -0.10], [-0.33, 0.00, 0.28], [0.10, 0.11, 0.01], [0.11, 0.16, 0.07], [0.00, 0.07, -0.02], [0.12, -0.09, 0.07], [-0.07, 0.02, 0.09], [-0.03, 0.06, 0.13], [0.04, 0.00, -0.06], [0.06, -0.03, 0.01], [0.08, 0.18, 0.05], [0.46, 0.22, 0.14], [0.05, 0.24, 0.08], [-0.82, 0.89, 0.10], [-0.01, -0.51, 0.26], [0.01, 0.06, 0.19], [0.03, -0.04, 0.23], [0.10, -0.35, -0.49], [0.17, 0.02, -0.11], [0.22, -0.02, -0.14], [-0.09, -0.07, -0.07], [0.04, -0.09, -0.07], [0.09, 0.03, -0.16], [0.08, 0.06, 0.04], [-0.01, -0.15, 0.05], [-0.10, -0.10, -0.03], [-0.05, -0.06, 0.20], [-0.01, -0.05, 0.10], [0.05, -0.09, -0.12], [0.17, -0.07, -0.10], [0.06, 0.08, -0.10], [-0.10, -0.05, -0.08], [-0.01, 0.12, -0.09], [-0.15, 0.03, -0.02], [0.09, 0.01, -0.10], [-0.07, -0.14, 0.08], [-0.06, 0.03, 0.16], [0.03, -0.11, 0.10], [-0.14, 0.00, -0.03], [-0.11, 0.12, -0.08], [-0.09, 0.04, 0.11]], "lowdin_charge": [0.55, -0.06, -0.37, -0.06, -0.30, -0.02, -0.10, -0.04, 0.09, -0.62, -0.03, -0.09, -0.02, -0.30, 0.15, -0.37, -0.07, -0.06, -0.03, -0.09, -0.03, -0.30, 0.14, -0.37, -0.06, -0.08, 0.07, 0.07, 0.08, 0.13, 0.07, 0.08, 0.08, 0.09, 0.11, 0.02, 0.11, 0.09, 0.13, 0.06, 0.07, 0.07, 0.05, 0.08, 0.08, 0.11, 0.09, 0.13, 0.06, 0.07, 0.07, 0.05, 0.05, 0.08, -0.05, -0.33, 0.03, -0.04, -0.94, 0.02, 0.54, -0.28, -0.04, -0.08, -0.09, -0.21, 0.09, 0.07, 0.07, 0.07, 0.07, 0.04, 0.11, 0.11, 0.10, 0.09, -0.07, -0.21, -0.25, -0.02, -0.08, -0.08, -0.13, 0.14, 0.05, 0.12, 0.12, 0.11, 0.10, 0.10, 0.11, 0.13, -0.58, 0.13, 0.14, -0.12, 0.00, -0.13, 0.08, -0.15, 0.02, 0.12, 0.10, 0.10, 0.13, 0.10, -0.49, 0.08, -0.27, -0.03, -0.19, -0.16, -0.12, 0.01, 0.13, 0.11, 0.11, 0.11, 0.11, 0.11, 0.12, 0.11, -0.16, -0.57, -0.16, 1.54, -0.56, -0.19, -0.16, -0.57, -0.17, -0.15, 0.08, 0.05, 0.05, 0.07, 0.05, 0.08, 0.05, 0.07, 0.05, 0.05, 0.07, 0.06, 0.07, 0.05, 0.06, 0.06, 0.07, 0.05, 0.07, 0.05, 0.07]}